No. 1
# C3H7N4O3

A gas-phase ion, C3H7N4O3 (charge -1) in a non-equilibrium geometry (ωB97M-V with the def2-TZVPD basis set, OMol25).

Each line ends with the Mulliken charge.
Geometry (Å):
1 C 0.00052 0.50166 -1.62556  -0.72
2 C 1.05505 -0.74944 -1.70182  -0.59
3 C -0.10048 0.66806 0.77989  0.28
4 N -1.25697 0.12821 0.97873  -0.39
5 N 0.26699 1.27585 -0.40440  -0.01
6 N 1.31359 -1.35090 -0.48781  -0.73
7 N -1.74248 -0.26206 2.19313  0.96
8 O -1.06015 0.01875 3.21599  -0.67
9 O -2.82711 -0.89923 2.20773  -0.64
10 O 0.71248 1.05484 1.80282  -0.60
11 H -0.00770 1.10817 -2.58716  0.34
12 H -1.04266 0.01192 -1.69840  0.28
13 H 0.66572 -1.43810 -2.40795  0.39
14 H 2.10753 -0.29716 -2.10567  0.20
15 H 1.21378 1.68435 -0.41962  0.28
16 H 0.58376 -2.18032 -0.41625  0.10
17 H 0.11813 0.72540 2.67634  0.52

## Properties
Gap between HOMO and LUMO (alpha / beta) in eV: 5.7908 / 5.7856
LUMO energy (alpha / beta) in eV: 3.43 / 3.43
Charge: -1
Relative energy (zero: lowest compared OMol25 entry of this formula, charge and spin) in kcal/mol: 82.67

***

No. 2
# C3H7N5

C3H7N5 in the gas phase in a non-equilibrium geometry (ωB97M-V with the def2-TZVPD basis set, OMol25).

Each line ends with the Mulliken charge.
Geometry (Å):
1 H 2.27110 1.40071 0.18744  0.27
2 N 1.38171 1.83294 0.01256  -0.69
3 C 0.61082 0.83052 0.18311  0.19
4 N -0.70197 0.99575 -0.23859  -0.27
5 C -1.39784 -0.23532 -0.16619  0.27
6 N -2.77662 -0.18624 0.07473  -0.52
7 C -0.40920 -1.24920 -0.15325  -0.59
8 N 0.93159 -0.65140 0.19439  0.28
9 N 2.23484 -1.23217 -0.10228  -0.67
10 H -1.20562 2.06923 -0.23080  0.36
11 H -3.45554 -1.06681 -0.01191  0.26
12 H -2.83590 0.44288 1.00703  0.28
13 H -0.54362 -2.26561 0.17578  0.32
14 H 2.71164 -1.25143 0.86574  0.27
15 H 2.74840 -0.71712 -0.76093  0.24

## Properties
Gap between HOMO and LUMO in eV: 7.9214
SMILES string: [H]/N=c1/[nH]c(N)cn1N
LUMO energy in eV: 0.72
Charge: 0
Relative energy (zero: lowest compared OMol25 entry of this formula, charge and spin) in kcal/mol: 87.84

***

No. 3
# C3H7N5

A molecular structure, C3H7N5 in a non-equilibrium geometry (ωB97M-V with the def2-TZVPD basis set, OMol25).

Each line ends with the Mulliken charge.
Geometry (Å):
1 C -1.43544 -0.01654 -0.11902  0.30
2 C -0.53456 1.17150 -0.22958  -0.16
3 C 0.67670 -0.61423 0.19964  0.29
4 H -3.19371 1.15313 -0.08058  0.31
5 H -3.29189 -0.70939 1.28816  0.32
6 H -0.84003 2.24329 -0.50326  0.31
7 H 2.96538 0.45725 -0.02692  0.38
8 H 1.76936 2.17722 1.31241  0.23
9 H 2.26585 -1.88881 0.81288  0.30
10 H 1.60136 -2.16178 -1.03264  0.35
11 N -2.85902 -0.19702 0.00455  -0.60
12 N 0.66790 0.60521 -0.09372  0.52
13 N 1.84422 1.31327 0.05505  -1.15
14 N 1.87343 -1.25874 -0.11586  -0.65
15 N -0.60031 -1.10776 0.02480  -0.74

## Properties
Gap between HOMO and LUMO in eV: 7.4198
LUMO energy in eV: -0.36
Charge: 0
Relative energy (zero: lowest compared OMol25 entry of this formula, charge and spin) in kcal/mol: 261.01

***

No. 4
# C3H7N5

C3H7N5 in the gas phase in a non-equilibrium geometry (ωB97M-V with the def2-TZVPD basis set, OMol25).

Each line ends with the Mulliken charge.
Geometry (Å):
1 H -2.43212 -0.86529 -1.45461  0.29
2 N -2.17054 -1.35836 -0.32502  -0.60
3 C -0.91947 -1.14492 0.08951  -0.12
4 N -0.09997 -0.04377 -0.20774  0.39
5 N -0.66724 1.23574 -0.39200  -0.71
6 C -1.73821 1.23801 0.52890  -0.34
7 C 1.39726 -0.26308 -0.09765  0.43
8 N 2.00130 1.02460 -0.06983  -0.54
9 N 1.82793 -1.45241 0.11409  -0.65
10 H 2.88168 -1.55540 0.38934  0.23
11 H -0.37947 -1.79490 0.80720  0.36
12 H -2.29636 2.17648 0.30864  0.34
13 H -2.03510 0.23940 1.31886  0.30
14 H 1.38463 1.57752 -0.96264  0.33
15 H 3.24569 0.98638 -0.04707  0.30

## Properties
Gap between HOMO and LUMO in eV: 8.4588
SMILES string: [H]/N=C\N(N=C)/C(N)=N/[H]
LUMO energy in eV: 0.01
Charge: 0
Relative energy (zero: lowest compared OMol25 entry of this formula, charge and spin) in kcal/mol: 154.90

***

No. 5
# C3H7N5

C3H7N5 in the gas phase in a non-equilibrium geometry (ωB97M-V with the def2-TZVPD basis set, OMol25).

Each line ends with the Mulliken charge.
Geometry (Å):
1 H -0.21483 2.28861 -0.59637  0.29
2 N 0.70890 2.08418 -0.07286  -0.60
3 C 0.75756 0.84986 -0.13253  0.31
4 C 1.80456 0.01688 0.46628  -0.20
5 N 1.38708 -1.25967 0.38846  -0.53
6 N 0.29957 -1.31379 -0.32987  0.01
7 N -0.21602 -0.13098 -0.74110  0.07
8 N -1.66995 -0.27726 -0.50277  -0.42
9 C -2.15661 -0.01142 0.86365  -0.80
10 H 2.91045 -0.06959 0.86239  0.35
11 H 0.22212 -2.02828 -1.15370  0.30
12 H -1.99529 0.66622 -0.81396  0.30
13 H -3.17781 0.17791 0.57381  0.40
14 H -2.00658 -0.93690 1.44910  0.29
15 H -1.73822 1.05270 1.30126  0.25

## Properties
Gap between HOMO and LUMO in eV: 8.8087
SMILES string: [H]/N=c1/cn[nH]n1NC
LUMO energy in eV: 0.60
Charge: 0
Relative energy (zero: lowest compared OMol25 entry of this formula, charge and spin) in kcal/mol: 124.02

***

No. 6
# C3H7N5

A molecular structure, C3H7N5 in a non-equilibrium geometry (ωB97M-V with the def2-TZVPD basis set, OMol25).

Each line ends with the Mulliken charge.
Geometry (Å):
1 C 1.19769 -0.22478 0.08388  0.44
2 C -0.83082 1.03634 0.34725  0.00
3 C -1.03643 -1.27321 -0.15523  0.04
4 H 2.55453 1.36102 -0.21225  0.19
5 H 1.00262 1.00006 -1.37814  0.36
6 H 2.94609 -1.35149 0.03417  0.24
7 H -0.55543 1.24641 1.77778  0.20
8 H -1.99507 2.64756 0.43236  0.31
9 H -0.27330 -2.02146 -0.50966  0.30
10 H -2.34689 -2.46651 -0.00621  0.28
11 N 1.64093 1.15816 -0.21785  -0.49
12 N 1.88506 -1.34148 0.19505  -0.67
13 N -0.26411 -0.19748 -0.10233  0.01
14 N -1.61671 1.89609 -0.22929  -0.55
15 N -2.30816 -1.46923 -0.05952  -0.65

## Properties
Gap between HOMO and LUMO in eV: 9.6803
LUMO energy in eV: 0.23
Charge: 0
Relative energy (zero: lowest compared OMol25 entry of this formula, charge and spin) in kcal/mol: 119.99

***

No. 7
# C3H7N5

C3H7N5 in the gas phase in a non-equilibrium geometry (ωB97M-V with the def2-TZVPD basis set, OMol25).

Each line ends with the Mulliken charge.
Geometry (Å):
1 H -1.95144 2.26827 0.15618  0.21
2 N -2.06413 1.26491 -0.05565  -0.77
3 C -0.90853 0.73618 -0.16107  0.48
4 C 0.46968 1.19546 -0.05510  -0.72
5 C 1.23815 0.07669 -0.04007  0.44
6 N 2.59711 -0.11801 -0.02875  -0.50
7 N 0.47391 -1.07918 -0.09468  -0.40
8 N -0.84467 -0.65655 -0.39076  0.28
9 N -1.82714 -1.46983 0.17737  -0.66
10 H 0.77810 2.22019 0.04236  0.32
11 H 3.12058 0.72879 0.15911  0.24
12 H 2.91117 -0.91887 0.48786  0.26
13 H 0.81426 -1.73325 -0.78867  0.28
14 H -2.17496 -1.05476 1.05895  0.27
15 H -2.63207 -1.46004 -0.46706  0.29

## Properties
Gap between HOMO and LUMO in eV: 8.8328
SMILES string: [H]/N=c1\cc(N)[nH]n1N
LUMO energy in eV: 0.80
Charge: 0
Relative energy (zero: lowest compared OMol25 entry of this formula, charge and spin) in kcal/mol: 36.03

***

No. 8
# C3H7NO

A gas-phase ion, C3H7NO (charge -1) in a non-equilibrium geometry (ωB97M-V with the def2-TZVPD basis set, OMol25).

Each line ends with the Mulliken spin population.
Geometry (Å):
1 C -1.31706 0.87617 -0.57604  0.35
2 C 0.03578 0.34432 -0.75083  0.09
3 C 0.71138 -0.37162 0.68720  0.05
4 N 1.75473 -1.14116 0.36006  0.44
5 O -0.47649 -1.04228 1.34296  0.03
6 H -1.29140 1.93211 -0.29444  0.02
7 H -2.03104 0.71286 -1.37166  0.03
8 H -1.13434 -0.44203 0.91251  0.00
9 H 0.28649 -0.45846 -1.45313  -0.08
10 H 0.78920 1.14957 -0.80743  0.04
11 H 1.74732 -2.09501 0.68492  0.00
12 H 0.92543 0.53554 1.26587  0.02

## Properties
Gap between HOMO and LUMO (alpha / beta) in eV: 7.0177 / 5.9213
Multiplicity: 2
LUMO energy (alpha / beta) in eV: 4.75 / 3.98
Charge: -1
Relative energy (zero: lowest compared OMol25 entry of this formula, charge and spin) in kcal/mol: 46.22
⟨S²⟩: 0.76

***

No. 9
# C3H7NO

C3H7NO in the gas phase in a non-equilibrium geometry (ωB97M-V with the def2-TZVPD basis set, OMol25).

Each line ends with the Mulliken charge.
Geometry (Å):
1 C -2.14459 0.37802 -0.29751  -0.80
2 C -0.60519 0.01002 -0.23309  0.07
3 N 0.21567 0.87897 -0.61789  -0.32
4 O 1.59767 0.80064 -0.21963  -0.21
5 C 2.08217 -0.38055 0.33306  -0.63
6 H -2.46594 0.57592 -1.33369  0.25
7 H -2.75330 -0.40871 0.12595  0.31
8 H -2.25650 1.21238 0.55680  0.21
9 H -0.21845 -0.96596 0.20403  0.32
10 H 1.56706 -0.55085 1.38722  0.26
11 H 1.83218 -1.30837 -0.22645  0.27
12 H 3.14924 -0.24150 0.32121  0.27

## Properties
Gap between HOMO and LUMO in eV: 10.7318
SMILES string: C/C=N/OC
LUMO energy in eV: 0.99
Charge: 0
Relative energy (zero: lowest compared OMol25 entry of this formula, charge and spin) in kcal/mol: 88.31

***

No. 10
# C3H7NO

2 unconnected molecules or ions with the total composition C3H7NO in a non-equilibrium geometry (ωB97M-V with the def2-TZVPD basis set, OMol25).

Each line ends with the Mulliken charge.
Geometry (Å):
1 N -2.21329 0.03144 -1.07166  -0.36
2 C -1.69810 -0.64125 0.00317  0.45
3 O -2.35623 -0.97298 0.95966  -0.53
4 H -3.20651 0.18900 -1.11520  0.22
5 H -1.66782 0.06313 -1.90906  0.22
6 H -0.60559 -0.60896 0.12250  0.01
7 C 2.12885 -0.31407 0.40871  -0.61
8 C 1.96596 0.98307 0.67318  -0.47
9 H 1.57075 -1.12380 0.86041  0.35
10 H 2.63542 -0.60366 -0.50839  0.22
11 H 1.55697 1.23258 1.65047  0.24
12 H 1.88959 1.76550 -0.07379  0.28

## Properties
Gap between HOMO and LUMO in eV: 10.7204
SMILES string: NC=O.C=C
LUMO energy in eV: 0.91
Charge: 0
Relative energy (zero: lowest compared OMol25 entry of this formula, charge and spin) in kcal/mol: 47.43

***

No. 11
# C3H7NO

C3H7NO in the gas phase in a non-equilibrium geometry (ωB97M-V with the def2-TZVPD basis set, OMol25).

Each line ends with the Mulliken charge.
Geometry (Å):
1 C 0.27483 -0.79206 0.16724  -0.16
2 C -0.52456 0.05760 -0.74830  -0.45
3 C -0.61126 1.35998 -0.06288  -0.09
4 O 0.17969 1.81018 0.84607  -0.57
5 N 0.68827 -2.13685 -0.21145  -0.58
6 H 1.21399 -0.26628 0.43465  0.22
7 H -0.40458 -0.77753 1.04564  0.20
8 H -0.18272 0.24114 -1.85559  0.31
9 H -1.50393 0.57207 0.19707  0.23
10 H -0.94239 2.18582 -0.73066  0.42
11 H 0.47405 -2.77589 0.56608  0.24
12 H 0.25614 -2.45595 -1.08191  0.23

## Properties
Gap between HOMO and LUMO in eV: 8.2143
LUMO energy in eV: -1.06
Charge: 0
Relative energy (zero: lowest compared OMol25 entry of this formula, charge and spin) in kcal/mol: 134.50

***

No. 12
# C3H7NO

C3H7NO in the gas phase (ωB97M-V with the def2-TZVPD basis set, OMol25).

Each line ends with the Mulliken charge.
Geometry (Å):
1 H -0.80164 -1.46464 1.45961  0.21
2 N -0.49834 -0.51397 1.26596  -0.71
3 C 0.02163 -0.43298 0.11070  0.79
4 C 0.12670 -1.49521 -0.95171  -1.00
5 O 0.48856 0.74060 -0.35797  -0.35
6 C 0.13641 1.88672 0.40768  -0.64
7 H -0.79047 -1.45690 -1.54920  0.24
8 H 0.21732 -2.49575 -0.52292  0.35
9 H 0.96825 -1.30099 -1.61990  0.30
10 H -0.94297 2.05347 0.32899  0.29
11 H 0.39197 1.75784 1.46140  0.30
12 H 0.68258 2.72181 -0.03262  0.23

## Properties
Gap between HOMO and LUMO in eV: 11.0331
SMILES string: [H]/N=C(\C)OC
LUMO energy in eV: 1.03
Charge: 0
Relative energy (zero: lowest compared OMol25 entry of this formula, charge and spin) in kcal/mol: 22.64